(1)
C43H40ClI2MnN5O5S as an isolated structure in a non-equilibrium geometry, computed with ωB97M-V/def2-TZVPD.

Structure (XYZ):
```
98
Properties=species:S:1:pos:R:3:forces:R:3:mulliken_charge:R:1
Mn 0.323076 -0.050840 -0.356557 0.0 0.4 0.6 0.332
C 4.957377 -0.655077 4.012759 0.0 0.0 0.0 -1.056
C 4.186015 0.654941 4.152687 -0.1 -0.1 -0.1 -0.630
N 2.754371 0.507411 3.861239 0.1 0.0 -0.2 0.225
C 1.844069 0.430934 4.994013 0.0 -0.2 0.0 -0.794
C 1.721624 -0.969826 5.588307 0.0 0.1 0.0 -0.920
C 2.336277 0.403880 2.572609 -0.2 -0.1 0.0 0.172
S 0.691196 0.000328 2.271730 -0.1 0.1 0.2 -0.393
N 3.320079 0.625251 1.678689 0.3 0.0 0.2 -0.197
C 3.169157 0.697154 0.369918 -0.1 -0.1 0.3 -0.328
O 2.118595 0.539900 -0.290512 1.8 0.7 -0.5 -0.530
C 4.416037 0.998027 -0.408100 0.1 0.0 0.0 0.423
C 4.315477 1.377470 -1.743220 0.0 0.0 0.0 0.101
C 5.458596 1.603480 -2.495951 0.0 0.0 0.0 -0.740
C 6.712943 1.440439 -1.921700 0.0 0.0 0.0 -0.415
C 6.818410 1.067907 -0.588326 0.0 0.0 0.0 -0.714
C 5.675148 0.856215 0.169209 0.0 0.0 -0.1 -0.380
H 6.013201 -0.493705 4.245722 0.0 0.0 0.0 0.341
H 4.877056 -1.027805 2.990993 0.0 0.0 0.0 0.214
H 4.567451 -1.416881 4.689719 0.0 0.0 0.0 0.358
H 4.598485 1.388468 3.465547 0.0 0.1 0.1 0.405
H 4.273273 1.031475 5.171956 0.0 0.0 0.0 0.413
H 0.866464 0.756304 4.651980 0.0 0.1 0.0 0.357
H 2.199195 1.131569 5.752085 0.0 0.0 0.0 0.415
H 1.398899 -1.668450 4.814315 0.0 0.0 0.0 0.147
H 0.975716 -0.967631 6.388139 0.1 0.0 0.0 0.407
H 2.669489 -1.311510 6.008184 0.0 0.0 0.0 0.321
H 3.332574 1.480991 -2.183575 0.0 0.0 0.0 0.361
H 5.371222 1.895381 -3.536219 0.0 0.0 0.0 0.418
H 7.604955 1.598164 -2.515847 0.0 0.0 0.0 0.385
H 7.795380 0.932070 -0.139709 0.0 0.0 0.0 0.411
H 5.737910 0.564456 1.208770 0.0 0.0 0.0 0.362
Cl -0.021702 -1.728292 -6.220304 0.0 0.0 0.0 -0.256
C 0.218044 -0.468349 -5.058416 0.0 0.0 0.0 -0.279
C 0.154801 0.862470 -5.427584 0.0 0.1 0.0 -0.331
C 0.375044 1.813595 -4.445879 0.1 0.0 -0.1 -1.258
C 0.633048 1.400886 -3.148911 0.3 0.0 -0.1 -0.612
N 0.669706 0.114297 -2.794943 -0.2 0.1 -0.1 0.895
C 0.477094 -0.799761 -3.739880 0.0 -0.1 0.0 -0.436
H -0.054329 1.142783 -6.451649 0.0 0.0 0.0 0.457
H 0.333578 2.869075 -4.680740 0.0 0.0 0.0 0.488
H 0.816693 2.115944 -2.356875 -0.1 0.0 0.0 0.791
H 0.532341 -1.839084 -3.446119 0.0 0.0 0.0 0.539
I -5.521607 3.861784 -4.948693 0.1 0.0 0.1 0.051
C -4.136490 3.510956 -3.409150 -0.1 0.0 -0.2 -0.355
C -3.280133 2.425328 -3.505011 0.1 -0.1 0.1 -0.565
C -2.346096 2.214093 -2.495941 -0.2 -0.1 -0.1 0.362
C -2.260236 3.076466 -1.411595 0.0 0.0 0.1 0.112
C -3.130833 4.157617 -1.334937 -0.1 0.0 -0.1 -0.863
C -4.080530 4.376634 -2.325813 0.1 0.0 0.1 -0.495
C -1.203604 2.874101 -0.330844 0.3 0.0 0.1 0.047
O -1.025692 3.780220 0.478799 -0.2 -0.2 0.0 -0.780
O -0.566429 1.771539 -0.405509 -0.4 0.4 -0.1 0.260
H -3.325930 1.752194 -4.353273 0.0 0.0 0.0 0.509
H -1.668552 1.371612 -2.557814 -0.2 0.0 0.1 0.556
H -3.045405 4.826054 -0.488233 0.0 0.0 0.0 0.487
H -4.758591 5.217344 -2.263613 0.0 0.0 0.0 0.403
C -3.020436 2.940348 3.108834 0.1 0.1 0.0 -0.926
O -3.628177 1.968203 2.256507 0.0 0.2 0.1 -0.464
C -3.515780 0.660065 2.580303 0.1 0.1 0.0 1.320
C -3.376877 0.153100 3.859747 0.2 0.1 0.2 -0.622
C -3.316144 -1.218404 4.059702 0.0 0.0 -0.1 -0.817
C -3.424379 -2.084938 2.982671 0.0 -0.1 0.1 -0.757
C -3.586326 -1.581836 1.701294 0.0 0.0 -0.2 -0.337
C -3.623785 -0.212171 1.496958 0.4 -0.3 0.0 -0.098
N -3.934508 0.400529 0.265048 0.1 0.3 0.5 0.288
C -4.110347 -0.117264 -0.919544 0.1 -0.1 -0.6 -1.132
C -3.470925 -1.187559 -1.557895 0.0 -0.4 0.1 1.021
C -4.203560 -1.792345 -2.620604 -0.1 0.0 -0.1 -1.043
C -3.711071 -2.826679 -3.351551 -0.2 0.0 -0.1 -1.114
C -2.412018 -3.303373 -3.073487 0.1 0.1 0.2 -0.543
C -1.649652 -2.719517 -2.101977 -0.1 -0.5 -0.3 0.073
C -2.112346 -1.623407 -1.321026 0.2 0.1 0.0 0.980
O -1.299356 -1.048748 -0.534554 -2.0 -0.7 0.2 0.399
H -3.405368 2.886247 4.127861 -0.1 0.0 0.0 0.390
H -3.270003 3.906711 2.681488 0.0 0.0 0.0 0.277
H -1.936708 2.821741 3.101950 0.0 -0.1 0.0 0.338
H -3.308672 0.824060 4.704432 0.0 0.0 0.0 0.281
H -3.180611 -1.602911 5.062342 0.0 0.0 0.0 0.420
H -3.398110 -3.156885 3.135550 0.0 0.1 0.0 0.422
H -3.718951 -2.256193 0.865113 0.1 0.0 0.0 0.459
H -4.199259 1.376174 0.372668 -0.3 -0.1 0.1 0.448
H -4.890921 0.378042 -1.488635 0.2 0.2 -0.2 0.350
H -5.207354 -1.428059 -2.817969 0.1 0.0 0.0 0.467
H -4.310129 -3.276153 -4.132209 0.0 0.0 0.0 0.387
H -2.002441 -4.124479 -3.650682 0.0 0.0 0.0 0.483
H -0.649609 -3.081120 -1.904387 0.0 0.0 0.0 0.039
I 3.439769 -2.320964 -2.014063 -0.1 0.0 0.0 0.114
C 1.868613 -3.197166 -0.924222 0.1 0.1 0.0 -0.220
C 1.585914 -4.537001 -1.167205 0.0 0.0 0.0 -0.665
C 0.637673 -5.153770 -0.370945 0.0 0.0 0.0 -0.422
C 0.040582 -4.418423 0.639918 0.0 0.0 0.1 -0.842
C 0.385774 -3.086808 0.786524 -0.1 0.0 0.0 -0.142
N 1.264225 -2.458908 -0.005201 0.2 -0.5 -0.2 0.386
H 2.108139 -5.074661 -1.945717 0.0 0.0 0.0 0.456
H 0.388500 -6.197339 -0.523750 0.0 0.0 0.0 0.400
H -0.677967 -4.868473 1.312595 0.0 0.0 0.0 0.476
H -0.051294 -2.479632 1.568226 -0.1 0.1 0.0 0.272
```
Positions in Å, forces in eV/Å.

Summary:
- energy relative to the best compared isomer or geometry (same formula, charge and spin) (kcal/mol) = 0.00
- max |F| (hartree/bohr) = 0.04217
- spin multiplicity = 6
- energy (eV) = -133810.3899


(2)
C43H40F6GaN4P3S as an isolated structure in a non-equilibrium geometry, computed with ωB97M-V/def2-TZVPD.

Structure (XYZ):
```
98
Properties=species:S:1:pos:R:3:forces:R:3:mulliken_charge:R:1
Ga 0.187138 -0.248024 -1.676094 -0.3 -0.1 0.4 0.923
N -0.587449 2.574013 -1.600811 0.7 0.1 -0.3 -0.161
P -1.418804 1.508640 -2.482869 -0.6 0.0 0.5 0.829
C -1.701376 2.021759 -4.188948 0.1 -0.5 0.3 0.972
C -0.837358 2.889606 -4.844152 0.0 0.0 0.1 -0.546
C -1.052994 3.179752 -6.179528 0.1 0.0 0.0 -0.741
C -2.110643 2.590870 -6.857102 0.0 0.0 0.0 -0.555
C -2.954030 1.699786 -6.207916 0.0 0.0 -0.1 -0.728
C -2.749850 1.410410 -4.871951 0.0 0.0 0.1 -0.844
C -3.003179 1.355828 -1.594970 0.3 -0.3 -0.5 0.320
C -3.807302 2.486187 -1.499147 0.0 0.0 0.0 -0.511
C -4.947141 2.449025 -0.716542 0.1 0.1 0.0 -0.844
C -5.278769 1.289277 -0.032388 0.1 -0.2 0.0 -0.559
C -4.485408 0.156482 -0.142963 -0.1 0.0 0.1 -0.779
C -3.342559 0.191487 -0.923868 0.2 -0.2 -0.2 0.157
P 0.658522 1.715469 -0.136017 0.2 -0.7 -0.1 1.034
C -0.642671 2.172584 1.029808 0.0 -0.2 0.0 1.824
C -1.438862 1.192210 1.611149 0.2 0.0 -0.1 -0.421
C -2.491694 1.560164 2.429869 -0.1 0.0 0.1 -0.680
C -2.762427 2.901750 2.655265 0.0 -0.1 0.0 -0.897
C -1.977396 3.880856 2.064829 0.1 0.0 0.0 -0.841
C -0.925367 3.517446 1.243864 0.1 -0.1 0.0 -1.337
C 1.870274 3.030064 -0.312587 -0.1 -0.2 -0.2 0.805
C 2.304518 3.768924 0.783029 -0.1 0.0 -0.1 -0.506
C 3.250598 4.760903 0.593667 0.1 0.1 0.0 -1.050
C 3.752895 5.017245 -0.673083 0.0 0.0 0.0 -0.762
C 3.343930 4.253583 -1.755647 0.1 0.0 -0.1 -0.776
C 2.413324 3.249979 -1.574060 -0.1 -0.1 0.0 -0.663
H -0.205750 3.378464 -2.080106 0.1 0.1 0.0 0.286
H -0.005719 3.335377 -4.316351 0.1 0.1 0.0 0.266
H -0.381138 3.854045 -6.688860 0.0 0.1 -0.1 0.435
H -2.274811 2.826894 -7.896580 0.0 0.0 -0.1 0.423
H -3.754426 1.215034 -6.746585 -0.1 0.0 0.0 0.439
H -3.399857 0.718886 -4.351331 -0.1 0.0 0.0 0.509
H -3.531005 3.381859 -2.036393 0.0 0.1 0.0 0.477
H -5.572630 3.325941 -0.632601 0.0 0.0 0.0 0.462
H -6.156829 1.269022 0.595295 -0.1 0.0 0.0 0.441
H -4.756505 -0.745101 0.386662 0.0 -0.1 0.0 0.500
H -2.702870 -0.690616 -1.012445 -0.2 0.1 0.0 0.221
H -1.238217 0.141395 1.420218 0.0 0.0 0.1 0.363
H -3.104787 0.801261 2.892734 -0.1 -0.1 0.0 0.501
H -3.591880 3.184878 3.285415 -0.1 0.0 0.1 0.465
H -2.182071 4.927541 2.238292 0.0 0.0 0.0 0.490
H -0.311060 4.266460 0.766151 -0.1 0.1 0.0 0.489
H 1.896201 3.574762 1.764554 0.0 0.1 0.1 0.649
H 3.594549 5.341028 1.436188 0.0 0.1 0.1 0.490
H 4.471724 5.808863 -0.817672 0.1 0.1 0.0 0.444
H 3.749584 4.441050 -2.735905 0.1 0.0 -0.1 0.475
H 2.097680 2.623285 -2.403153 0.0 0.2 -0.1 0.442
F -4.178564 -3.514461 -4.701850 0.2 0.0 0.1 -0.278
C -3.078600 -3.327835 -3.989498 0.2 0.0 0.1 0.623
C -2.883574 -4.035632 -2.800866 0.1 0.1 -0.1 0.019
F -3.801313 -4.898619 -2.391213 0.1 0.1 0.0 -0.291
C -1.739262 -3.818692 -2.042206 0.1 0.4 -0.3 -0.018
F -1.568905 -4.473029 -0.888470 -0.2 -0.1 -0.1 -0.238
C -0.774310 -2.891359 -2.438292 -0.5 -0.2 -0.4 0.528
S 0.653954 -2.582495 -1.471161 0.0 1.4 -0.2 -0.328
C -0.994683 -2.201533 -3.630134 0.2 0.0 0.1 0.217
F -0.073118 -1.249593 -3.987935 -0.6 -0.6 -0.2 -0.444
C -2.117399 -2.409203 -4.414361 0.0 0.0 0.1 0.063
F -2.279092 -1.727447 -5.540929 -0.1 -0.1 0.1 -0.347
C 1.308550 -5.677523 3.458724 -0.2 -0.4 0.2 -0.791
N 1.810128 -4.323867 3.977380 0.1 -0.3 0.3 0.147
C 3.230544 -4.129859 3.455797 0.6 0.1 0.1 -0.807
N 3.276223 -4.245103 2.049700 0.4 -0.2 0.0 0.204
C 2.793766 -5.551263 1.625048 0.2 -0.1 0.0 -1.022
N 1.424268 -5.756133 2.057558 0.1 -0.5 -0.1 0.217
C 0.489309 -4.916701 1.343702 -0.3 0.5 -0.2 -1.140
P 0.769608 -3.083849 1.634233 0.2 -0.2 0.8 0.909
C 0.935748 -3.223752 3.518954 -0.5 0.6 -0.5 -1.270
C 2.631230 -3.151980 1.354723 -0.4 0.4 -0.2 -1.000
H 0.265982 -5.788891 3.766239 0.1 0.1 0.1 0.379
H 1.915712 -6.450077 3.937654 0.0 0.2 0.0 0.356
H 1.826131 -4.342607 5.001204 0.0 0.0 -0.1 0.346
H 3.852022 -4.907269 3.907693 -0.1 0.1 0.1 0.349
H 3.580791 -3.144058 3.776422 -0.2 -0.1 0.1 0.412
H 3.430687 -6.328869 2.053099 0.0 0.1 0.0 0.290
H 2.848001 -5.622779 0.539802 0.0 0.0 0.0 0.382
H -0.532942 -5.188525 1.621330 0.0 0.1 -0.1 0.487
H 0.604155 -5.091618 0.272000 -0.1 -0.1 0.1 0.483
H -0.067342 -3.354779 3.937480 0.2 -0.1 0.1 0.460
H 1.339848 -2.275929 3.892157 0.0 -0.1 0.0 0.556
H 3.067636 -2.205860 1.692064 0.0 0.0 -0.1 0.377
H 2.827118 -3.256301 0.285253 0.0 0.1 0.0 0.760
F 3.905240 2.036233 5.775441 0.0 0.1 0.0 -0.333
C 3.365925 1.713161 4.594327 -0.1 -0.1 -0.2 0.228
C 4.170429 1.681732 3.467439 0.0 0.1 0.2 -0.911
C 3.615822 1.299836 2.259227 -0.1 -0.2 0.1 -0.171
C 2.274641 0.930934 2.173422 0.2 -0.1 0.3 -0.111
C 1.687806 0.464274 0.893484 -0.4 0.3 -0.3 -0.853
C 1.488605 0.987436 3.323751 0.1 -0.1 0.0 0.013
C 2.021766 1.381124 4.536502 0.2 0.1 0.1 -1.005
H 5.211462 1.950073 3.549575 0.1 0.0 0.0 0.525
H 4.242022 1.260735 1.381158 0.1 0.0 -0.2 0.523
H 2.469436 0.119978 0.195182 -0.2 0.0 0.1 0.700
H 0.983911 -0.364825 1.075160 0.2 0.1 -0.1 -0.232
H 0.446851 0.707924 3.275846 -0.1 0.0 0.0 0.583
H 1.417672 1.422272 5.429821 0.0 0.0 0.1 0.523
```
Positions in Å, forces in eV/Å.

Summary:
- max |F| (hartree/bohr) = 0.02771
- spin multiplicity = 1
- energy (eV) = -158568.6298
- net charge = +2


(3)
C43H42Cl3FeGe2N2 as an isolated structure in a non-equilibrium geometry, computed with ωB97M-V/def2-TZVPD.

Structure (XYZ):
```
93
Properties=species:S:1:pos:R:3:forces:R:3:mulliken_charge:R:1
Fe 0.415360 -0.557717 -0.880346 -0.8 0.6 0.1 0.561
C -1.402481 2.495107 -0.831964 0.0 0.0 0.0 -2.105
C -0.484696 1.879708 -1.857162 0.0 0.0 -0.1 1.464
C 0.901073 1.829491 -1.615001 0.0 0.0 0.1 -0.780
C 1.447312 2.529706 -0.395702 0.0 -0.1 0.0 -0.943
C 1.759772 1.279817 -2.585648 0.2 0.1 0.1 2.096
C 3.242066 1.148096 -2.299107 0.0 0.0 -0.1 -1.916
C 1.262600 0.975988 -3.863594 0.0 -0.1 0.0 1.466
C 2.249867 0.528699 -4.916437 0.0 -0.1 0.0 -2.522
C -0.108221 1.081113 -4.116407 0.0 -0.1 0.0 0.754
C -0.703350 0.819099 -5.477788 0.0 0.0 0.0 -2.437
C -0.985717 1.419880 -3.075620 0.0 0.0 0.0 1.666
C -2.476368 1.289700 -3.271234 0.0 0.0 -0.1 -2.584
H -1.593613 1.802463 -0.004841 0.0 0.0 0.0 0.275
H -2.358500 2.773439 -1.270510 0.0 0.0 0.0 0.511
H -0.956304 3.398283 -0.412664 0.0 0.0 0.0 0.461
H 1.406111 3.614045 -0.550976 0.0 0.0 0.0 0.439
H 2.477668 2.268836 -0.177542 0.0 0.0 0.0 0.336
H 0.858999 2.301654 0.488474 0.0 0.0 0.0 -0.563
H 3.770122 2.085248 -2.508957 0.0 0.0 0.0 0.342
H 3.697304 0.363161 -2.899963 0.0 0.0 0.0 0.488
H 3.426540 0.885147 -1.257447 0.0 0.0 0.0 0.069
H 2.740917 -0.402268 -4.614172 0.0 0.1 0.0 0.324
H 3.031337 1.281491 -5.057345 0.0 -0.1 0.0 0.455
H 1.781917 0.342084 -5.877630 0.0 0.0 0.0 0.384
H 0.026524 0.917963 -6.276660 0.0 0.0 0.0 0.538
H -1.504582 1.530799 -5.683742 0.0 0.0 0.0 0.388
H -1.125025 -0.187344 -5.538495 0.0 0.0 0.0 0.236
H -2.928067 2.223021 -3.627325 0.0 0.0 0.0 0.431
H -2.958136 1.010084 -2.335174 0.0 0.0 0.0 0.512
H -2.703251 0.508166 -3.996064 0.0 0.0 0.0 0.516
C -0.813791 -3.077148 -5.854493 0.0 0.0 0.0 -0.684
C 0.325489 -2.739596 -5.135866 0.1 0.0 0.0 -0.472
C 0.221480 -2.215625 -3.858250 -0.2 0.1 0.1 0.502
C -1.020826 -2.029945 -3.250499 0.0 -0.1 -0.2 0.394
C -2.168349 -2.380230 -3.977161 0.1 0.1 0.0 -0.834
C -2.057734 -2.889712 -5.262768 0.0 0.0 0.0 -0.609
N -1.055694 -1.572322 -1.912270 0.0 0.2 0.4 2.182
N -2.235100 -1.770912 -1.385870 -0.2 -0.2 0.0 -0.916
C -2.517199 -1.715736 -0.094950 0.1 0.1 0.1 0.136
C -3.876515 -2.140197 0.156173 0.0 0.0 0.1 -0.782
C -4.364812 -2.345210 1.396903 -0.1 0.0 -0.1 -0.823
C -3.501599 -2.132953 2.519442 0.1 0.1 -0.1 -0.809
C -2.248363 -1.661258 2.345266 -0.2 -0.1 -0.1 -0.775
C -1.671810 -1.325971 1.049231 0.0 0.3 -0.4 1.319
H -0.734323 -3.489349 -6.852916 0.0 0.0 0.0 0.379
H 1.310493 -2.900244 -5.561925 0.0 0.0 0.0 0.418
H 1.115091 -1.976021 -3.297877 0.0 0.0 -0.2 -1.429
H -3.132850 -2.258828 -3.509314 0.0 0.0 0.0 0.382
H -2.956588 -3.154430 -5.809712 0.0 0.0 0.0 0.344
H -4.479657 -2.336404 -0.722763 0.0 0.0 0.0 0.427
H -5.379173 -2.700516 1.537948 0.0 0.0 0.0 0.345
H -3.858344 -2.354417 3.519230 0.0 0.0 0.0 0.449
H -1.622625 -1.538392 3.216278 0.0 -0.1 0.0 0.302
Cl 3.541181 -2.938060 0.737433 -0.1 0.0 -0.1 -0.420
Ge 2.018843 -2.361016 -0.808379 0.9 -1.0 -0.1 0.731
Cl 3.397475 -2.701097 -2.593134 0.0 0.0 0.1 -0.418
Cl 0.863832 -4.250885 -0.809199 0.1 0.1 0.0 -0.422
C -0.480191 -0.624125 0.913825 0.2 -0.1 0.1 -0.479
Ge 0.200880 0.158825 2.585054 0.1 -0.1 0.1 0.850
C 2.020281 0.915479 2.545934 0.0 0.0 -0.1 0.663
C 3.015718 0.257731 1.826472 -0.1 0.2 0.0 0.362
C 4.352737 0.614547 1.946090 0.0 0.0 0.0 -0.402
C 4.712519 1.659052 2.788456 0.0 0.0 0.0 -0.560
C 3.733879 2.330824 3.510043 -0.1 0.0 0.0 -0.737
C 2.400065 1.953113 3.398053 0.0 0.0 0.0 -0.553
C 0.460084 -1.069798 4.117630 0.0 -0.1 -0.1 0.251
C 0.201879 -0.711174 5.439746 0.1 -0.1 0.0 -0.148
C 0.472288 -1.594779 6.480725 0.0 0.0 -0.1 -0.716
C 1.010258 -2.846422 6.210183 0.0 0.0 0.0 -0.466
C 1.279417 -3.213897 4.896901 0.0 0.0 -0.1 -0.821
C 1.003529 -2.331969 3.859151 0.0 0.1 0.1 -0.191
C -1.014868 1.594096 3.180201 -0.1 -0.1 -0.1 0.131
C -0.800874 2.925692 2.817741 0.0 0.0 0.0 0.316
C -1.722382 3.916467 3.138588 0.0 0.0 0.0 -0.848
C -2.880856 3.589267 3.831399 0.0 0.0 0.0 -0.642
C -3.107709 2.270997 4.207063 0.1 0.0 0.0 -0.817
C -2.183368 1.283818 3.882787 0.0 0.2 0.0 -0.246
H 2.738065 -0.552023 1.171385 0.1 -0.1 0.0 -0.882
H 5.104396 0.065264 1.389999 0.0 0.0 0.0 0.449
H 5.754610 1.937803 2.893816 0.0 0.0 0.0 0.356
H 4.010294 3.144359 4.170451 0.0 0.0 0.0 0.410
H 1.644473 2.473671 3.980215 0.1 0.0 0.0 0.354
H -0.209426 0.268308 5.662718 0.0 0.0 0.0 0.329
H 0.263204 -1.305854 7.504293 0.0 0.0 0.0 0.408
H 1.220523 -3.533125 7.022521 0.0 0.0 0.0 0.370
H 1.703158 -4.187948 4.674006 0.0 0.1 0.0 0.446
H 1.212893 -2.629200 2.834231 0.0 0.0 0.1 0.303
H 0.105724 3.195738 2.281429 -0.1 0.0 0.0 0.259
H -1.537507 4.943804 2.842976 0.0 0.0 0.0 0.410
H -3.602337 4.359582 4.079497 0.0 0.0 0.0 0.354
H -4.009573 2.005928 4.748231 0.0 0.0 0.0 0.402
H -2.377494 0.257465 4.174675 0.0 0.1 0.0 0.309
```
Positions in Å, forces in eV/Å.

Summary:
- max |F| (hartree/bohr) = 0.02578
- spin multiplicity = 5
- energy (eV) = -233244.2826
- net charge = -1